# 1
22
Properties=species:S:1:pos:R:3 method="wB97M-V/def2-TZVPD" multiplicity=2 gap_ev="3.90 / 10.60" e_above_lowest_kj_mol=141.44 e_homo_ev="-3.0 / -9.9"
C -1.242 0.546 1.993
C -0.764 -0.073 0.709
C 0.756 -0.176 0.688
C 1.454 -0.280 -0.669
N 0.611 -1.112 -1.623
N -1.233 -1.495 0.600
H -0.791 1.538 2.099
H -2.308 0.779 2.028
H -0.925 -0.070 2.827
H -1.152 0.318 -0.234
H 1.289 0.587 1.260
H 1.036 -1.064 1.256
H 2.420 -0.763 -0.535
H 1.594 0.697 -1.108
H 1.162 -1.593 -2.343
H -0.041 -1.692 -1.099
H -0.003 -0.408 -2.156
H -0.711 -2.101 1.217
H -2.225 -1.572 0.777
H 0.775 3.167 -1.496
H -0.324 2.424 -2.208
O 0.621 2.343 -1.984

---

# 2
8
Properties=species:S:1:pos:R:3 method="wB97M-V/def2-TZVPD" gap_ev=7.88 e_above_lowest_kj_mol=146.10 e_homo_ev=-9.3
C -0.287 -0.125 0.582
C -0.598 0.008 -0.888
S -1.127 -0.546 1.818
S 1.965 0.353 0.862
Cl -1.995 -0.948 -1.418
Cl 0.795 -0.225 -1.921
Cl -1.060 1.795 -1.011
H 2.307 -0.312 1.976

---

# 3
9
Properties=species:S:1:pos:R:3 method="wB97M-V/def2-TZVPD" gap_ev=8.27 e_above_lowest_kj_mol=71.88 e_homo_ev=-8.1 smiles="P=[PH2][PH2]=S"
P 0.897 -0.063 0.370
P -1.315 -0.297 -0.088
P 1.929 1.616 -0.148
S -2.304 1.344 0.027
H 1.214 -1.434 0.241
H 0.740 -0.075 1.744
H -1.728 -1.394 0.680
H -1.300 -0.959 -1.327
H 1.867 1.261 -1.498

---

# 4
46
Properties=species:S:1:pos:R:3 method="wB97M-V/def2-TZVPD" gap_ev=9.97 e_homo_ev=-9.5 smiles="N[C@H](OC(=O)S)P(=O)(O)O.O=C1OC[C@@H](F)O1.O=C1OC[C@@H](F)O1.O=C1OC[C@@H](F)O1"
N 1.817 3.159 1.356
C 1.117 2.476 2.379
O -0.330 2.603 2.281
C -1.079 1.699 1.613
O -2.036 2.032 0.992
S -0.721 -0.058 1.854
P 1.603 3.152 4.009
O 2.923 2.733 4.475
O 1.447 4.730 3.847
O 0.392 2.714 4.957
H 1.574 4.138 1.277
H 1.763 2.695 0.460
H 1.426 1.431 2.391
H 0.524 -0.107 1.363
H 0.606 5.001 3.455
H 0.732 2.311 5.765
C 0.948 -4.633 -0.959
C -0.360 -3.868 -0.882
O -0.005 -2.757 -0.074
C 1.326 -2.539 -0.208
O 1.887 -1.556 0.158
O 1.916 -3.585 -0.819
F -1.335 -4.571 -0.281
H 1.034 -5.321 -0.117
H 1.099 -5.160 -1.895
H -0.730 -3.505 -1.841
C -6.065 -5.977 -1.954
C -5.654 -4.625 -1.402
O -4.252 -4.762 -1.285
C -3.834 -5.699 -2.178
O -2.706 -5.890 -2.481
O -4.898 -6.371 -2.677
F -6.185 -4.379 -0.184
H -6.243 -6.678 -1.137
H -6.924 -5.945 -2.617
H -5.873 -3.778 -2.055
C 4.221 4.408 -1.624
C 3.672 5.365 -2.666
O 2.430 5.743 -2.103
C 2.516 5.602 -0.754
O 1.730 6.034 0.024
O 3.619 4.899 -0.425
F 3.459 4.766 -3.860
H 3.872 3.392 -1.819
H 5.302 4.419 -1.532
H 4.275 6.260 -2.827

---

# 5
22
Properties=species:S:1:pos:R:3 method="wB97M-V/def2-TZVPD" gap_ev=2.10 e_homo_ev=-13.9 total_charge=+2
Hg -3.275 5.993 19.385
Hg -1.932 6.553 22.797
Hg -3.372 9.860 18.478
Pb 0.079 7.994 19.597
Pb -5.507 8.004 22.078
Pb -1.042 11.326 21.535
Br -0.825 11.066 18.498
P 0.753 8.362 22.534
O 0.153 9.355 21.476
O 2.035 8.940 23.324
O 1.272 7.233 21.665
O -0.021 7.781 23.654
P -2.888 8.472 20.917
O -2.574 9.926 20.607
O -3.209 8.278 22.402
O -1.919 7.463 20.647
O -4.110 8.078 20.165
P -4.334 4.932 21.933
O -5.053 5.713 20.849
O -4.918 3.685 22.405
O -4.264 5.930 23.132
O -2.907 4.944 21.477

---

# 6
50
Properties=species:S:1:pos:R:3 method="wB97M-V/def2-TZVPD" multiplicity=2 gap_ev="9.36 / 3.14" e_above_lowest_kj_mol=182.02 e_homo_ev="-12.5 / -12.5" total_charge=+1
C 2.116 5.110 0.128
C 1.833 3.633 -0.375
C 0.606 3.474 -1.252
O -0.615 3.710 -0.582
C -0.867 2.921 0.570
N 3.071 3.267 -1.082
H 3.114 5.360 0.489
H 1.426 5.554 0.844
H 2.049 5.737 -0.761
H 1.870 2.951 0.474
H 0.595 2.517 -1.773
H 0.689 4.192 -2.068
H -1.917 3.042 0.834
H -0.303 3.274 1.434
H -0.754 1.859 0.353
H 3.841 3.458 -0.457
H 2.936 2.269 -1.006
O -0.877 -1.463 -0.021
H -0.161 -0.829 -0.010
H -0.524 -2.232 0.428
O 2.182 -0.535 -1.787
H 1.592 -0.700 -2.523
H 3.044 -0.428 -2.191
O 0.840 -1.484 2.970
H 1.237 -1.238 2.135
H 1.582 -1.726 3.526
O 1.648 0.010 0.726
H 1.878 -0.075 -0.200
H 2.211 0.713 1.049
O -2.077 -4.473 -0.604
H -1.175 -4.244 -0.380
H -2.005 -5.311 -1.062
O 0.063 -0.831 -3.436
H -0.557 -1.390 -2.968
H -0.325 0.043 -3.398
O -3.009 -3.025 1.783
H -2.735 -3.634 1.096
H -2.822 -3.486 2.601
O -1.726 -0.690 3.435
H -0.773 -0.610 3.459
H -1.897 -1.302 2.719
O -2.215 -2.318 -2.355
H -2.174 -3.225 -2.050
H -2.052 -1.794 -1.570
O 0.319 -4.143 0.733
H 1.081 -3.636 1.012
H 0.505 -5.036 1.022
O -3.734 -0.843 -0.244
H -2.824 -1.116 -0.127
H -4.209 -1.278 0.464

---

# 7
17
Properties=species:S:1:pos:R:3 method="wB97M-V/def2-TZVPD" gap_ev=11.99 e_above_lowest_kj_mol=57.80 e_homo_ev=-11.4 smiles=CC.O.O.O
C -3.069 -0.180 -0.593
C -1.949 0.367 0.258
H -3.803 -0.809 -0.058
H -2.833 -0.946 -1.379
H -3.648 0.548 -1.184
H -1.709 -0.207 1.141
H -1.051 0.483 -0.371
H -2.224 1.364 0.597
H 4.617 0.564 2.950
H 3.330 1.225 2.548
O 3.654 0.394 2.925
H 3.101 0.961 -0.147
H 1.576 1.175 0.158
O 2.415 1.623 -0.041
H 0.674 -2.225 -1.479
H 0.384 -2.515 -2.987
O 0.537 -1.822 -2.340

---

# 8
68
Properties=species:S:1:pos:R:3 method="wB97M-V/def2-TZVPD" gap_ev=5.01 e_homo_ev=-1.6 total_charge=-2
Rb 0.413 -0.499 -0.759
C 4.108 -2.060 5.123
Si 4.848 -0.569 4.291
C 6.679 -0.617 4.775
C 4.209 1.014 5.032
C 4.795 -0.593 2.430
C 5.954 -0.588 1.672
C 5.901 -0.605 0.280
C 4.641 -0.615 -0.291
N 3.499 -0.614 0.390
C 3.535 -0.614 1.747
S 2.052 -0.644 2.637
H 4.499 -2.168 6.141
H 4.370 -2.957 4.554
H 3.020 -1.988 5.145
H 6.777 -0.579 5.867
H 7.227 0.236 4.360
H 7.165 -1.536 4.428
H 4.340 1.018 6.119
H 3.152 1.143 4.787
H 4.769 1.856 4.615
H 6.922 -0.577 2.163
H 6.793 -0.615 -0.334
H 4.539 -0.625 -1.375
C -3.986 5.730 -2.255
C -4.873 4.798 -1.434
C -6.247 4.684 -2.074
C -7.114 3.679 -1.340
C -6.437 2.338 -1.330
C -7.150 1.164 -1.356
C -6.482 -0.056 -1.304
F -7.229 -1.190 -1.336
C -5.126 -0.131 -1.210
C -4.381 1.055 -1.190
C -2.906 0.947 -1.025
O -2.390 -0.146 -0.826
C -2.197 2.209 -1.082
C -2.906 3.352 -1.159
N -4.270 3.457 -1.286
C -5.028 2.291 -1.280
C -0.671 2.340 -1.113
O -0.176 3.114 -0.280
O -0.125 1.681 -2.031
H -4.581 6.583 -2.588
H -3.602 5.210 -3.135
H -3.137 6.117 -1.695
H -4.995 5.225 -0.431
H -6.124 4.374 -3.118
H -6.701 5.676 -2.076
H -8.104 3.595 -1.791
H -7.261 4.026 -0.311
H -8.233 1.179 -1.410
H -4.597 -1.073 -1.143
H -2.366 4.287 -1.122
C 3.068 -4.335 -2.966
Si 1.431 -4.657 -2.054
C 0.599 -6.035 -3.075
C 1.953 -5.531 -0.458
O 0.535 -3.372 -1.852
H 3.635 -5.250 -3.180
H 3.699 -3.675 -2.360
H 2.867 -3.821 -3.913
H 1.269 -6.885 -3.256
H 0.264 -5.644 -4.043
H -0.287 -6.404 -2.544
H 2.603 -6.395 -0.652
H 1.068 -5.882 0.086
H 2.486 -4.835 0.198

---

Number 1: F_max 1.945 eV/A. Number 2: F_max 3.287 eV/A. Number 3: F_max 1.029 eV/A. Number 4: F_max 0.303 eV/A. Number 5: F_max 8.327 eV/A. Number 6: F_max 4.955 eV/A. Number 7: F_max 2.756 eV/A. Number 8: F_max 1.573 eV/A.